Record 1
Density functional theory data (ωB97M-V with the def2-TZVPD basis set) for a structure of composition C28H36As2MnSi in a non-equilibrium geometry.

The geometry in ORCA input format:
```
! wB97M-V def2-TZVPD RIJCOSX def2/J DEFGRID3
* xyz 1 5
C 1.348 2.581 0.423
C 0.283 2.721 -0.533
C -0.966 2.614 0.170
H 0.388 2.952 -1.589
C -0.677 2.425 1.565
C 0.758 2.394 1.720
H 1.290 2.323 2.670
H 2.415 2.661 0.221
H -1.959 2.729 -0.261
H -1.400 2.392 2.383
Mn 0.126 0.770 0.436
C -0.949 -2.200 -3.947
H -1.673 -1.934 -3.179
H -1.417 -2.091 -4.932
H -0.021 -1.615 -3.957
Si 0.106 -0.487 -1.705
C 1.825 -0.492 -2.426
C 2.559 0.702 -2.534
H 2.169 1.634 -2.118
C 3.788 0.707 -3.195
H 4.347 1.641 -3.269
C 4.293 -0.467 -3.758
H 5.240 -0.450 -4.298
C 3.576 -1.660 -3.624
H 3.960 -2.577 -4.063
C 2.367 -1.684 -2.927
H 1.822 -2.618 -2.795
C -0.978 0.596 -2.794
C -0.486 1.175 -3.973
H 0.517 0.933 -4.321
C -1.290 2.038 -4.726
H -0.890 2.468 -5.644
C -2.584 2.347 -4.305
H -3.197 3.046 -4.877
C -3.093 1.739 -3.153
H -4.105 1.965 -2.819
C -2.311 0.837 -2.428
H -2.746 0.308 -1.580
H -0.361 -1.878 -1.459
H -0.630 -3.243 -3.761
C 3.061 -1.007 4.254
As 1.850 -0.670 2.740
C 1.497 -2.571 2.404
C 0.263 -0.248 3.891
C 0.459 0.333 5.142
C -0.640 0.651 5.945
C -1.931 0.342 5.510
C -2.138 -0.208 4.234
C -1.044 -0.432 3.394
As -1.366 -0.627 1.433
C -3.204 0.029 1.281
C -1.666 -2.545 1.136
H 3.855 -1.670 3.896
H 2.505 -1.470 5.075
H 3.484 -0.048 4.567
H 2.316 -3.141 2.857
H 0.538 -2.861 2.844
H 1.487 -2.726 1.319
H 1.468 0.536 5.505
H -0.483 1.136 6.906
H -2.787 0.551 6.149
H -3.153 -0.443 3.897
H -3.276 1.033 1.708
H -3.482 0.059 0.222
H -3.865 -0.665 1.811
H -2.209 -2.930 2.005
H -0.713 -3.060 1.010
H -2.268 -2.647 0.228
*
```

## Properties
**Frontier orbital gap (spin up / spin down)**: 7.5 / 7.3 eV
**Energy relative to the best compared isomer or geometry (same formula, charge and spin)**: 0.0 kcal/mol
**HOMO (spin up / spin down)**: -10.8252 / -10.7733 eV
**Lowest unoccupied orbital energy (spin up / spin down)**: -3.320 / -3.457 eV

Record 2
Density functional theory data (ωB97M-V with the def2-TZVPD basis set) for a structure of composition C28H36AsN2O4S6Tc in a non-equilibrium geometry.

The geometry in ORCA input format:
```
! wB97M-V def2-TZVPD RIJCOSX def2/J DEFGRID3
* xyz 0 1
Tc 0.987 -0.339 0.004
C 3.104 -1.883 4.110
C 2.665 -1.752 2.681
S 1.554 -0.473 2.427
C 3.044 -2.634 1.727
C 3.866 -3.864 1.946
S 2.554 -2.427 0.049
H 2.824 -0.986 4.657
H 4.182 -2.019 4.180
H 2.606 -2.736 4.572
H 4.076 -4.010 3.001
H 4.808 -3.788 1.404
H 3.336 -4.737 1.564
S 3.514 0.233 -4.445
As 2.660 -1.089 -3.103
S 3.361 -0.615 -0.468
S 0.636 -0.549 -2.339
S 3.027 -3.106 -3.394
C -2.694 3.513 -4.273
C -2.573 2.209 -3.578
C -3.399 1.107 -3.522
C -2.761 0.194 -2.664
N -1.628 0.714 -2.219
N -1.524 1.924 -2.776
C -3.215 -1.153 -2.232
H -3.638 3.565 -4.807
H -1.880 3.656 -4.982
H -2.655 4.324 -3.547
H -4.334 0.972 -4.025
H -0.706 2.488 -2.602
H -4.055 -1.487 -2.835
H -3.515 -1.128 -1.185
H -2.394 -1.860 -2.324
O -2.051 -4.293 2.930
C -2.145 -4.542 1.618
C -2.932 -5.619 1.205
C -3.048 -5.937 -0.129
C -2.374 -5.193 -1.092
C -1.605 -4.119 -0.707
C -1.498 -3.763 0.640
C -0.742 -2.567 1.054
O -0.544 -2.295 2.238
O -0.321 -1.815 0.089
H -1.467 -3.509 3.056
H -3.438 -6.182 1.974
H -3.663 -6.770 -0.434
H -2.453 -5.457 -2.133
H -1.073 -3.529 -1.441
C -1.214 1.062 2.567
C -1.706 2.211 1.691
C -2.566 1.664 0.554
C -0.610 3.108 1.161
C -0.818 4.474 1.295
C 0.111 5.407 0.880
C 1.326 4.967 0.388
C 1.600 3.619 0.235
C 2.985 3.227 -0.224
C 3.688 2.394 0.854
C 2.975 2.554 -1.600
C 0.592 2.660 0.547
O 0.793 1.392 0.250
H -1.998 0.752 3.255
H -0.347 1.351 3.155
H -0.961 0.195 1.958
H -2.343 2.846 2.318
H -1.978 1.010 -0.090
H -2.970 2.475 -0.047
H -3.391 1.087 0.965
H -1.740 4.815 1.740
H -0.097 6.462 0.967
H 2.085 5.686 0.115
H 3.566 4.150 -0.330
H 3.121 1.505 1.123
H 3.817 2.989 1.757
H 4.671 2.088 0.501
H 2.166 1.833 -1.696
H 3.921 2.045 -1.778
H 2.844 3.298 -2.382
*
```

## Properties
**Frontier orbital gap (spin up / spin down)**: 5.3 / 5.4 eV
**Energy relative to the best compared isomer or geometry (same formula, charge and spin)**: 50.1 kcal/mol
**HOMO (spin up / spin down)**: -7.9973 / -8.0912 eV
**Lowest unoccupied orbital energy (spin up / spin down)**: -2.731 / -2.670 eV